# C10H16

A 2-piece molecular cluster, C10H16 overall in a non-equilibrium geometry (ωB97M-V/def2-TZVPD, OMol25).

Geometry as ORCA input:
```
! wB97M-V def2-TZVPD RIJCOSX def2/J DEFGRID3
* xyz 0 1
C -0.3455 1.4937 2.1749
C -1.1339 0.5402 1.4189
C -1.8672 0.9475 0.1893
C -2.2101 0.0596 -0.8020
C -2.1940 -1.3315 -0.4855
C -1.9678 -1.6596 0.7684
C -1.1762 -0.7752 1.7107
H 0.0526 2.5206 1.8815
H 0.6677 1.1489 2.5378
H -0.8257 1.9740 3.0449
H -2.1026 2.0250 0.2099
H -2.2984 0.4131 -1.8340
H -2.5566 -1.9229 -1.3111
H -2.0347 -2.6505 1.0393
H -0.3997 -1.0583 2.2733
C 1.9590 -0.9398 -2.0453
C 2.4255 0.2642 -1.2989
C 1.2923 0.4617 -0.2417
H 1.4001 -1.7185 -1.4340
H 1.3282 -0.7548 -2.8943
H 2.7248 -1.5848 -2.4912
H 2.9688 0.9764 -2.0420
H 3.3263 0.0229 -0.6273
H 0.9970 -0.3468 0.4125
H 0.4398 0.7800 -0.7448
H 1.5303 1.1149 0.5907
*
```

Output
- electronic energy (eV) = -10625.9575
- HOMO (eV) = -8.89
- HOMO-LUMO gap (eV) = 9.80
- SMILES = Cc1ccccc1.CCC

Atomic partial charges in e from the natural (NBO) method, atoms 1 to 6: -0.69, -0.02, -0.19, -0.22, -0.23, -0.18